No. 1
{"formula": "C24H39BF2N5NiO2PS", "method": "the ωB97M-V functional and the def2-TZVPD basis", "spin_multiplicity": 3, "charge": 0, "s_squared": 2.007, "orbital_gap_ev": [7.75, 8.84], "elements": ["Ni", "S", "P", "F", "F", "O", "O", "N", "N", "N", "N", "N", "C", "C", "C", "C", "C", "C", "C", "C", "C", "C", "C", "C", "C", "C", "C", "C", "C", "C", "C", "C", "C", "C", "C", "C", "B", "H", "H", "H", "H", "H", "H", "H", "H", "H", "H", "H", "H", "H", "H", "H", "H", "H", "H", "H", "H", "H", "H", "H", "H", "H", "H", "H", "H", "H", "H", "H", "H", "H", "H", "H", "H", "H", "H", "H"], "positions_angstrom": [[1.288, -1.476, 0.732], [0.196, -1.872, -1.262], [1.948, 1.654, -0.194], [3.690, -2.580, 2.199], [2.938, -4.013, 0.668], [2.238, 0.232, 0.166], [-0.260, -2.010, 1.826], [1.118, 1.905, -1.603], [3.343, 2.474, -0.436], [-1.676, -3.109, 0.329], [-2.241, -2.737, -1.812], [1.065, 2.342, 1.012], [4.961, 4.084, -0.990], [-2.027, -2.315, -3.192], [-0.871, 2.661, 2.314], [3.491, 3.726, -1.196], [-0.686, 2.075, -3.060], [-2.466, -0.879, -3.444], [4.508, 2.226, 0.433], [-2.892, -4.401, 2.472], [-0.352, 1.821, -1.596], [-1.160, -3.549, 3.906], [-1.144, -2.854, 1.511], [5.252, 3.557, 0.415], [-4.453, -2.378, -0.702], [-1.304, -2.603, -0.846], [-1.698, -4.254, 4.972], [-2.835, -5.028, 4.791], [1.587, 1.197, -2.814], [0.005, 3.910, 2.400], [-3.432, -5.099, 3.540], [0.889, 3.790, 1.161], [0.101, 1.586, 1.836], [-3.543, -3.318, -1.479], [-1.752, -3.620, 2.648], [0.427, 1.335, -3.821], [2.773, -2.800, 1.232], [-3.253, -5.579, 5.624], [-0.272, -2.944, 4.031], [0.624, 3.872, 3.299], [0.396, 4.229, 0.284], [-3.999, -2.115, 0.253], [-1.926, -0.210, -2.774], [3.239, 3.585, -2.246], [-1.658, 2.809, 1.569], [-3.536, -0.753, -3.275], [5.144, 5.152, -1.103], [5.119, 1.418, 0.024], [-0.694, 0.824, -1.288], [-3.343, -4.449, 1.491], [-2.583, -3.003, -3.831], [-1.347, 2.395, 3.256], [-0.398, 0.804, 1.263], [-0.776, 2.563, -0.920], [4.828, 4.233, 1.162], [-0.561, 4.840, 2.418], [-4.320, -5.702, 3.396], [5.578, 3.556, -1.720], [-3.373, -4.228, -0.905], [-1.685, 1.728, -3.324], [1.852, 4.289, 1.287], [-0.638, 3.146, -3.261], [2.515, 1.643, -3.171], [2.838, 4.511, -0.802], [-2.250, -0.585, -4.473], [-5.410, -2.864, -0.504], [-1.227, -4.201, 5.945], [4.191, 1.927, 1.434], [0.612, 1.104, 2.673], [1.781, 0.145, -2.588], [-4.009, -3.600, -2.423], [6.313, 3.444, 0.628], [-0.973, -2.433, -3.430], [-4.650, -1.461, -1.260], [0.732, 1.881, -4.713], [0.095, 0.347, -4.140]]}

---

No. 2
{"formula": "C24H39BN11O3", "method": "the ωB97M-V functional and the def2-TZVPD basis", "charge": 1, "orbital_gap_ev": 9.95, "elements": ["O", "O", "O", "N", "N", "N", "N", "N", "N", "N", "N", "N", "N", "N", "C", "C", "C", "C", "C", "C", "C", "C", "C", "C", "C", "C", "C", "C", "C", "C", "C", "C", "C", "C", "C", "C", "C", "C", "B", "H", "H", "H", "H", "H", "H", "H", "H", "H", "H", "H", "H", "H", "H", "H", "H", "H", "H", "H", "H", "H", "H", "H", "H", "H", "H", "H", "H", "H", "H", "H", "H", "H", "H", "H", "H", "H", "H", "H"], "positions_angstrom": [[-4.110, -0.501, -1.325], [1.748, -0.300, 0.690], [-4.714, 0.037, 0.955], [-4.737, 1.197, -3.845], [-9.212, 0.740, 1.571], [0.080, 0.290, -5.639], [-10.363, 2.308, 4.519], [-2.460, 0.742, 0.051], [9.008, -6.033, 0.341], [-0.392, -4.133, 0.087], [9.555, 3.837, -0.920], [5.725, 2.836, 0.546], [5.849, -2.017, 1.243], [-0.302, 0.664, -0.142], [5.714, -3.074, 1.671], [-0.375, -3.419, 0.987], [-10.735, 1.280, 4.868], [-3.812, 1.634, -4.370], [-0.620, 1.943, 0.318], [-2.051, 2.022, 0.445], [6.488, 2.165, 1.088], [-1.431, -0.091, -0.308], [8.513, -5.304, -0.394], [8.785, 4.628, -1.234], [-0.882, -2.047, -4.902], [-0.340, -0.730, -5.317], [5.546, -4.441, 2.217], [7.873, -4.359, -1.339], [7.456, 1.294, 1.792], [3.143, -0.403, 0.274], [-2.619, 2.197, -5.041], [-6.041, -0.387, 0.528], [-11.215, -0.045, 5.318], [-0.353, -2.490, 2.139], [1.106, 0.320, -0.405], [-8.025, 3.034, 2.082], [7.788, 5.646, -1.636], [-8.687, 1.743, 1.793], [-3.815, 0.096, -0.085], [-5.992, -1.481, 0.295], [-2.377, 3.169, -4.612], [-10.754, -0.302, 6.271], [-4.003, 0.154, -2.046], [1.136, -0.316, -1.334], [-2.729, 2.840, 0.744], [0.055, 2.789, 0.547], [0.604, -1.970, 2.175], [5.452, -4.397, 3.301], [7.880, 6.525, -0.999], [3.637, 0.608, 0.361], [6.840, -4.184, -1.041], [-1.153, -1.757, 2.037], [3.195, -0.651, -0.829], [-6.943, 2.917, 2.017], [-1.771, 1.526, -4.908], [-1.968, -1.994, -4.832], [8.410, -3.411, -1.336], [-10.954, -0.803, 4.579], [7.887, -4.773, -2.347], [3.689, -1.204, 0.812], [6.783, 5.238, -1.537], [7.121, 0.258, 1.742], [7.534, 1.594, 2.836], [4.649, -4.898, 1.799], [-8.348, 3.785, 1.362], [1.644, 1.287, -0.621], [-2.814, 2.317, -6.106], [-0.495, -3.041, 3.069], [-6.801, -0.277, 1.345], [7.956, 5.938, -2.672], [-1.505, -1.132, -0.680], [-0.474, -2.326, -3.931], [6.412, -5.052, 1.958], [-6.410, 0.145, -0.383], [-8.290, 3.365, 3.087], [-0.609, -2.806, -5.635], [8.437, 1.375, 1.324], [-12.298, -0.024, 5.439]]}

---

No. 3
{"formula": "C24H39F6N2O20PSi2", "method": "the ωB97M-V functional and the def2-TZVPD basis", "charge": 0, "orbital_gap_ev": 8.64, "elements": ["P", "Si", "Si", "F", "F", "F", "F", "F", "F", "O", "O", "O", "O", "O", "O", "O", "O", "O", "O", "O", "O", "O", "O", "O", "O", "O", "O", "O", "O", "N", "N", "C", "C", "C", "C", "C", "C", "C", "C", "C", "C", "C", "C", "C", "C", "C", "C", "C", "C", "C", "C", "C", "C", "C", "C", "H", "H", "H", "H", "H", "H", "H", "H", "H", "H", "H", "H", "H", "H", "H", "H", "H", "H", "H", "H", "H", "H", "H", "H", "H", "H", "H", "H", "H", "H", "H", "H", "H", "H", "H", "H", "H", "H", "H"], "positions_angstrom": [[2.476, -7.631, -0.232], [0.485, -3.376, -0.759], [2.374, -5.406, -0.068], [-1.080, -1.920, 5.184], [5.456, 4.682, 0.402], [-2.596, 0.808, -0.124], [-3.661, 9.598, 1.243], [1.370, 5.220, -6.009], [2.145, -1.184, -0.948], [5.619, 8.902, -0.946], [-3.001, 6.272, 1.820], [5.125, 6.835, -0.197], [3.748, -8.221, 0.681], [-4.222, -3.311, 5.311], [-2.366, 5.011, -1.511], [-2.839, 6.277, 4.063], [-4.980, -2.788, 3.262], [-2.972, -2.032, 3.954], [6.990, 7.176, -1.400], [1.062, -8.225, 0.443], [-0.139, -0.441, -3.198], [4.480, 3.760, -3.208], [-2.890, 2.961, -0.742], [2.401, 4.514, -2.806], [0.728, -4.914, -0.050], [3.110, 4.278, -4.920], [0.113, -2.500, -3.408], [-1.031, 3.260, -1.960], [-3.117, 8.213, 2.943], [0.653, -1.258, -3.503], [2.589, -8.100, -1.753], [-2.461, 1.675, -1.160], [-1.019, 1.903, -1.502], [0.374, -1.711, 2.313], [-3.115, -4.888, -0.022], [-2.968, -3.112, 5.963], [-1.375, -2.948, -0.660], [1.699, 4.410, -4.972], [1.380, 5.049, -3.652], [0.969, -3.378, -2.633], [-2.839, -6.436, 0.081], [-3.317, 7.289, 0.868], [-3.085, -4.320, 1.419], [5.581, 5.562, -0.626], [-2.200, -4.210, -1.082], [1.536, -1.984, 0.050], [-2.975, 6.862, 3.042], [-2.436, -1.897, 5.259], [-2.119, 3.855, -1.411], [0.706, -1.020, 0.940], [-4.140, -2.719, 4.092], [7.022, 5.819, -0.955], [3.431, 4.149, -3.607], [-2.885, 8.536, 1.582], [5.887, 7.751, -0.854], [-3.528, -6.800, 0.874], [-4.390, 7.276, 0.665], [4.147, -7.537, 1.229], [-3.102, -2.954, 7.032], [1.257, -0.073, 1.110], [-1.817, -6.646, 0.447], [3.176, -4.716, -1.080], [-0.659, 1.227, -2.276], [0.230, -2.805, 2.210], [-1.655, -2.456, 0.285], [-0.529, -1.262, 2.750], [2.371, -2.354, 0.680], [7.399, 5.158, -1.734], [-1.511, -2.179, -1.455], [2.928, -5.059, 1.262], [-3.396, -3.255, 1.364], [1.468, 6.138, -3.684], [-0.244, -0.712, 0.457], [-3.833, -4.796, 2.078], [0.390, 4.786, -3.287], [-2.761, -0.947, 5.691], [-1.832, 8.795, 1.443], [0.675, -7.546, 1.008], [-4.165, -4.818, -0.376], [-1.498, -4.978, -1.480], [-2.334, -3.989, 5.811], [4.982, 5.224, -1.472], [-0.365, 1.819, -0.630], [-2.831, -3.929, -1.951], [-2.781, 7.131, -0.066], [-2.085, -4.313, 1.900], [-3.109, -6.982, -0.838], [1.739, -8.657, -1.885], [0.864, -4.386, -3.088], [-3.077, 1.339, -1.998], [7.669, 5.739, -0.078], [1.245, 3.427, -5.119], [2.013, -3.035, -2.789], [1.269, -1.571, 2.951]]}

---

No. 4
{"formula": "C24H40Cl5N5P2Pd", "method": "the ωB97M-V functional and the def2-TZVPD basis", "e_above_lowest_kcal_mol": 15.9, "charge": 0, "orbital_gap_ev": 5.86, "elements": ["Pd", "Cl", "Cl", "Cl", "Cl", "Cl", "P", "P", "N", "N", "N", "N", "N", "C", "C", "C", "C", "C", "C", "C", "C", "C", "C", "C", "C", "C", "C", "C", "C", "C", "C", "C", "C", "C", "C", "C", "C", "H", "H", "H", "H", "H", "H", "H", "H", "H", "H", "H", "H", "H", "H", "H", "H", "H", "H", "H", "H", "H", "H", "H", "H", "H", "H", "H", "H", "H", "H", "H", "H", "H", "H", "H", "H", "H", "H", "H", "H"], "positions_angstrom": [[11.749, 9.118, 10.043], [13.488, 8.964, 15.429], [13.687, 10.023, 12.460], [11.372, 5.472, 10.763], [11.568, 4.271, 13.632], [12.628, 5.873, 15.908], [9.662, 8.804, 9.765], [12.878, 10.911, 8.398], [6.829, 8.892, 9.264], [7.544, 7.325, 10.972], [14.399, 5.793, 7.294], [7.964, 6.860, 8.685], [13.129, 5.844, 5.147], [12.133, 9.045, 6.428], [8.856, 7.914, 11.237], [12.700, 13.137, 10.117], [13.056, 8.379, 12.779], [8.056, 9.725, 9.303], [9.308, 7.435, 8.569], [15.478, 10.872, 9.261], [12.248, 5.824, 13.266], [12.746, 6.577, 14.382], [12.078, 10.544, 6.766], [15.124, 12.608, 7.498], [13.058, 7.909, 14.125], [14.729, 11.241, 7.979], [14.246, 4.590, 8.077], [12.488, 7.756, 11.685], [12.634, 11.282, 5.546], [12.003, 12.523, 8.928], [12.124, 6.432, 12.050], [6.536, 8.256, 10.634], [13.737, 5.919, 6.132], [14.734, 7.072, 8.005], [11.701, 13.531, 7.883], [6.965, 7.763, 8.299], [7.646, 6.291, 9.997], [13.652, 11.002, 5.374], [11.425, 8.729, 5.683], [10.974, 13.102, 7.197], [13.499, 4.679, 8.920], [8.455, 5.633, 10.356], [15.356, 11.666, 10.018], [14.982, 10.545, 7.174], [6.064, 9.466, 8.997], [5.932, 7.352, 8.151], [13.060, 12.388, 10.857], [15.565, 6.944, 8.763], [10.027, 6.632, 8.759], [6.699, 5.781, 9.985], [16.543, 10.855, 9.117], [13.877, 7.534, 8.551], [7.271, 8.225, 7.367], [12.637, 12.383, 5.609], [15.071, 7.752, 7.204], [9.549, 7.808, 7.548], [13.972, 3.783, 7.379], [11.917, 8.389, 7.309], [10.985, 10.771, 6.874], [5.615, 7.743, 10.497], [7.823, 10.511, 10.026], [11.053, 12.110, 9.268], [12.584, 13.851, 7.308], [12.097, 11.035, 4.640], [14.758, 13.415, 8.171], [15.188, 4.534, 8.647], [6.565, 9.053, 11.324], [11.319, 14.479, 8.311], [13.114, 8.857, 6.050], [15.146, 9.963, 9.727], [16.247, 12.687, 7.473], [9.568, 7.189, 11.495], [14.699, 12.795, 6.488], [8.050, 10.236, 8.369], [13.610, 13.753, 9.794], [8.777, 8.669, 12.013], [12.017, 13.839, 10.614]]}

---

No. 5
{"formula": "C24H40ClN6O7P", "method": "the ωB97M-V functional and the def2-TZVPD basis", "e_above_lowest_kcal_mol": 97.9, "charge": 0, "smiles": "CC(=O)OCCc1cnc2cc(P(O)Cl)ccc2n1.CNC(C)=O.CNC(C)=O.CNC(C)=O.CNC(C)=O", "orbital_gap_ev": 7.64, "elements": ["Cl", "P", "O", "O", "O", "O", "O", "O", "O", "N", "N", "N", "N", "N", "N", "C", "C", "C", "C", "C", "C", "C", "C", "C", "C", "C", "C", "C", "C", "C", "C", "C", "C", "C", "C", "C", "C", "C", "C", "H", "H", "H", "H", "H", "H", "H", "H", "H", "H", "H", "H", "H", "H", "H", "H", "H", "H", "H", "H", "H", "H", "H", "H", "H", "H", "H", "H", "H", "H", "H", "H", "H", "H", "H", "H", "H", "H", "H", "H"], "positions_angstrom": [[4.198, 0.374, -4.503], [3.747, 0.157, -2.414], [0.322, -1.412, 4.525], [-3.074, -3.679, 0.457], [3.093, 1.603, -1.772], [-3.939, -5.589, -0.697], [-0.339, 0.811, -1.128], [3.291, 2.918, 2.217], [-2.905, 4.798, -2.714], [-1.047, -4.247, -2.238], [-1.117, -1.849, -4.337], [-1.047, -0.567, 6.083], [-0.932, 1.291, 0.980], [-1.052, 5.175, -3.917], [4.467, 4.816, 2.027], [3.292, 3.940, 0.054], [-0.796, 1.331, 2.419], [-1.965, -5.801, 0.980], [-2.121, -2.852, -4.214], [1.215, -3.351, -1.397], [-1.149, 3.191, -2.469], [-3.063, -4.904, 0.186], [-0.861, -3.008, 5.857], [0.282, 4.920, -4.413], [-2.096, -4.011, -3.176], [1.136, -1.038, -3.353], [-2.003, -0.601, 7.168], [-0.476, -1.617, 5.429], [-0.071, 0.762, 0.070], [1.193, 0.131, 0.580], [5.015, 5.975, 1.358], [2.340, -1.127, -2.391], [-4.307, -4.792, -1.849], [-0.027, -3.241, -2.367], [-3.338, -5.044, -3.138], [2.401, -2.353, -1.369], [3.672, 3.840, 1.506], [-0.070, -2.062, -3.373], [-1.778, 4.438, -3.030], [-1.111, -5.143, 1.393], [-1.649, 0.808, 2.857], [-4.456, -3.679, -1.644], [0.232, 4.826, -5.500], [0.712, 4.013, -3.991], [-0.924, 2.490, -3.275], [4.659, 6.869, 1.875], [-1.569, -0.081, 8.024], [1.125, -0.162, -4.103], [-1.591, -6.689, 0.369], [4.725, 6.023, 0.311], [1.243, -4.245, -0.667], [-1.540, 5.996, -4.249], [4.187, 3.914, -0.571], [-0.739, 0.332, 5.740], [-0.239, 3.445, -1.921], [-1.843, 2.712, -1.780], [-2.517, -6.234, 1.902], [4.678, 4.680, 3.006], [1.776, -0.249, -0.258], [0.913, 5.774, -4.156], [2.101, 1.576, -1.725], [2.731, 4.861, -0.124], [-3.016, -2.799, -4.938], [-0.815, 2.376, 2.735], [6.104, 5.930, 1.431], [0.954, -0.707, 1.239], [-3.947, -4.898, -4.113], [-2.263, -1.618, 7.457], [3.260, -2.511, -0.621], [-0.588, -3.167, 6.903], [-2.904, -0.074, 6.848], [-1.933, -3.160, 5.717], [-0.326, -3.736, 5.246], [-5.343, -5.187, -2.191], [-2.999, -6.143, -3.089], [-1.758, 1.697, 0.562], [1.792, 0.874, 1.115], [2.661, 3.095, -0.213], [0.128, 0.867, 2.760]]}

---

The records above yield max |F| values of 0.39; 3.90; 2.95; 2.54; 5.56 eV/A, respectively.
The records above yield DFT total energy values of -104351.7103; -48723.6883; -110799.7429; -117653.4839; -70617.6205 eV, respectively.